{
  "formula": "C51H72AsBCaN8S5",
  "method": "ωB97M-V/def2-TZVPD",
  "symbols": ["Ca", "C", "C", "C", "C", "N", "N", "B", "N", "N", "C", "C", "C", "C", "C", "S", "C", "C", "C", "C", "N", "N", "C", "C", "C", "C", "C", "S", "C", "C", "C", "C", "C", "S", "C", "C", "C", "C", "H", "H", "H", "H", "H", "H", "H", "H", "H", "H", "H", "H", "H", "H", "H", "H", "H", "H", "H", "H", "H", "H", "H", "H", "H", "H", "H", "H", "H", "H", "H", "H", "H", "H", "H", "H", "H", "H", "H", "S", "C", "N", "C", "C", "N", "C", "C", "C", "C", "C", "C", "C", "C", "S", "C", "C", "C", "C", "C", "C", "C", "H", "H", "H", "H", "H", "H", "H", "H", "H", "H", "H", "H", "H", "H", "H", "H", "H", "H", "C", "C", "As", "C", "C", "C", "C", "H", "H", "H", "H", "H", "H", "H", "H", "H", "H", "H", "H", "H", "H", "H"],
  "xyz": [[0.445, 1.442, -0.545], [2.835, 0.444, 5.198], [2.072, -0.679, 4.569], [1.404, -1.661, 5.254], [0.652, -2.671, 4.598], [0.602, -2.738, 3.280], [1.283, -1.802, 2.648], [1.394, -1.445, 1.132], [-0.038, -1.488, 0.486], [-0.116, -2.560, -0.353], [-1.278, -2.995, -0.713], [-2.468, -2.353, -0.260], [-2.413, -1.277, 0.557], [-3.649, -0.605, 1.064], [-1.111, -0.806, 0.966], [-0.912, 0.554, 1.957], [-1.319, -4.270, -1.545], [0.008, -4.495, -2.265], [-1.557, -5.430, -0.563], [-2.461, -4.211, -2.567], [2.347, -2.324, 0.323], [2.526, -3.548, 0.854], [3.305, -4.374, 0.213], [3.937, -3.981, -0.996], [3.741, -2.749, -1.528], [4.385, -2.317, -2.808], [2.863, -1.872, -0.819], [2.488, -0.306, -1.428], [3.508, -5.765, 0.789], [2.935, -6.784, -0.209], [2.791, -5.908, 2.127], [5.011, -6.015, 0.984], [1.950, -0.790, 3.181], [2.446, 0.118, 1.773], [-0.172, -3.722, 5.335], [0.307, -5.114, 4.906], [-1.644, -3.535, 4.942], [-0.034, -3.587, 6.851], [2.961, 0.282, 6.267], [2.305, 1.388, 5.051], [3.819, 0.548, 4.739], [1.430, -1.652, 6.336], [-3.431, -2.739, -0.566], [-4.533, -1.057, 0.618], [-3.636, 0.464, 0.848], [-3.709, -0.695, 2.150], [0.843, -4.533, -1.564], [0.210, -3.706, -2.991], [-0.038, -5.445, -2.800], [-0.741, -5.489, 0.163], [-1.607, -6.375, -1.107], [-2.496, -5.309, -0.017], [-2.398, -3.315, -3.191], [-3.446, -4.234, -2.099], [-2.405, -5.078, -3.227], [4.589, -4.681, -1.503], [5.108, -3.060, -3.141], [4.886, -1.357, -2.682], [3.634, -2.180, -3.588], [1.854, -6.666, -0.314], [3.134, -7.796, 0.147], [3.387, -6.688, -1.199], [1.724, -5.698, 2.037], [3.200, -5.226, 2.875], [2.917, -6.930, 2.487], [5.551, -6.052, 0.036], [5.157, -6.977, 1.478], [5.465, -5.243, 1.609], [0.188, -5.254, 3.833], [-0.278, -5.876, 5.423], [1.359, -5.267, 5.158], [-1.779, -3.658, 3.867], [-2.006, -2.545, 5.229], [-2.256, -4.280, 5.454], [0.998, -3.720, 7.185], [-0.632, -4.361, 7.332], [-0.398, -2.623, 7.214], [0.977, 4.054, 0.154], [-0.358, 4.999, -0.230], [-0.213, 6.227, -0.664], [-1.364, 7.135, -0.781], [-2.359, 6.795, 0.287], [-2.727, 5.383, 0.142], [-4.124, 5.042, 0.490], [-4.371, 5.238, 1.963], [-5.058, 6.358, 2.417], [-5.256, 6.558, 3.778], [-4.763, 5.637, 4.690], [-4.078, 4.512, 4.242], [-3.884, 4.310, 2.885], [-1.796, 4.470, -0.075], [-2.094, 2.837, -0.177], [1.112, 6.731, -1.073], [1.595, 6.072, -2.343], [2.925, 5.699, -2.469], [3.387, 5.150, -3.658], [2.521, 4.979, -4.731], [1.190, 5.355, -4.608], [0.728, 5.892, -3.414], [-1.808, 7.052, -1.776], [-1.001, 8.151, -0.653], [-3.259, 7.392, 0.161], [-1.966, 6.987, 1.287], [-4.294, 4.015, 0.184], [-4.767, 5.692, -0.104], [-5.462, 7.070, 1.705], [-5.803, 7.426, 4.121], [-4.920, 5.789, 5.750], [-3.705, 3.786, 4.953], [-3.357, 3.427, 2.537], [1.811, 6.572, -0.256], [1.004, 7.804, -1.225], [3.602, 5.826, -1.632], [4.426, 4.861, -3.748], [2.886, 4.566, -5.663], [0.517, 5.254, -5.450], [-0.311, 6.196, -3.336], [-0.446, -1.193, -4.401], [-1.403, -0.145, -3.845], [-0.481, 1.497, -3.307], [-1.847, 2.839, -3.710], [-2.157, 3.001, -5.193], [0.736, 1.824, -4.801], [2.136, 1.243, -4.639], [-0.981, -2.115, -4.636], [0.343, -1.437, -3.685], [0.033, -0.855, -5.319], [-1.918, -0.524, -2.959], [-2.169, 0.129, -4.569], [-1.501, 3.779, -3.274], [-2.733, 2.546, -3.144], [-1.303, 3.382, -5.752], [-2.978, 3.706, -5.332], [-2.461, 2.061, -5.657], [0.792, 2.910, -4.878], [0.247, 1.464, -5.706], [2.641, 1.649, -3.762], [2.746, 1.489, -5.511], [2.128, 0.159, -4.534]],
  "forces_ev_per_a": [[-0.091, -0.298, 1.011], [-0.049, -0.067, -0.005], [0.097, 0.174, 0.026], [-0.061, -0.095, 0.106], [-0.103, -0.062, 0.003], [0.188, 0.246, 0.056], [-0.124, -0.136, -0.262], [-0.128, -0.066, 0.058], [0.359, -0.125, 0.024], [-0.059, 0.254, 0.154], [-0.106, -0.050, -0.079], [-0.042, -0.201, -0.116], [-0.054, 0.145, 0.122], [0.063, 0.005, 0.018], [0.041, -0.022, -0.037], [-0.023, -0.152, -0.129], [-0.074, 0.054, 0.054], [0.068, -0.022, -0.046], [-0.037, 0.019, 0.035], [0.016, -0.022, -0.048], [-0.275, 0.032, 0.366], [0.139, 0.126, -0.172], [0.028, -0.046, 0.024], [0.092, -0.168, 0.034], [0.008, 0.120, -0.185], [-0.015, -0.003, 0.063], [-0.024, 0.163, -0.109], [0.055, -0.185, -0.105], [0.000, 0.057, -0.065], [-0.005, -0.022, -0.009], [-0.054, -0.013, 0.087], [0.019, -0.008, -0.011], [-0.057, 0.029, -0.104], [0.066, 0.069, -0.096], [0.081, 0.070, 0.020], [0.025, -0.041, -0.006], [-0.020, 0.007, -0.020], [0.007, -0.003, 0.060], [-0.004, 0.002, -0.006], [-0.003, -0.020, -0.016], [-0.015, -0.020, 0.003], [-0.006, -0.019, -0.030], [0.011, -0.011, -0.007], [-0.007, 0.010, 0.021], [0.023, -0.002, -0.029], [0.015, -0.007, -0.008], [-0.045, -0.017, -0.016], [0.000, 0.018, 0.015], [0.019, 0.015, -0.002], [-0.031, -0.005, -0.025], [0.001, 0.026, 0.002], [0.028, -0.001, -0.006], [0.016, -0.019, 0.024], [0.024, 0.000, 0.011], [0.011, 0.011, 0.023], [-0.018, -0.004, 0.020], [-0.018, 0.008, -0.001], [0.009, -0.008, 0.009], [-0.017, 0.005, 0.023], [0.027, 0.006, 0.005], [-0.016, 0.020, -0.003], [-0.001, -0.005, 0.031], [0.045, -0.024, -0.021], [-0.006, -0.019, -0.033], [-0.009, 0.027, 0.014], [-0.017, 0.021, 0.020], [-0.008, 0.017, -0.022], [-0.026, -0.020, -0.006], [-0.007, 0.008, 0.002], [0.008, 0.014, -0.014], [-0.030, 0.009, -0.001], [0.012, 0.003, 0.019], [0.008, -0.014, -0.007], [0.016, 0.011, -0.012], [-0.025, -0.003, -0.023], [0.009, 0.017, -0.008], [0.000, -0.020, -0.015], [0.034, 0.139, 0.000], [-0.284, -0.586, 0.097], [-0.034, 0.487, -0.124], [0.208, -0.072, -0.065], [-0.139, -0.163, -0.004], [-0.191, 0.148, 0.235], [0.091, 0.010, -0.062], [0.015, 0.016, 0.044], [-0.035, -0.006, 0.023], [0.020, -0.048, 0.002], [-0.002, -0.001, -0.044], [-0.027, 0.034, -0.032], [0.029, 0.036, -0.002], [0.447, 0.069, -0.059], [0.046, 0.073, -0.146], [-0.119, 0.040, -0.065], [0.041, 0.021, 0.032], [0.009, -0.075, -0.014], [-0.017, -0.005, -0.039], [0.038, 0.063, 0.080], [0.036, 0.080, 0.026], [0.005, 0.018, -0.106], [0.004, -0.013, -0.004], [0.007, 0.025, 0.016], [-0.027, -0.002, 0.013], [0.033, -0.013, 0.030], [-0.026, -0.021, -0.014], [-0.014, 0.014, 0.003], [0.017, -0.014, 0.020], [0.016, -0.013, -0.002], [0.006, -0.004, -0.015], [-0.005, 0.018, -0.009], [-0.021, 0.022, 0.004], [0.067, -0.011, 0.018], [-0.019, 0.023, 0.021], [-0.017, 0.007, -0.020], [-0.003, 0.006, -0.002], [0.003, 0.006, 0.005], [-0.016, -0.009, 0.010], [0.016, -0.003, -0.023], [-0.040, -0.070, -0.006], [0.042, -0.041, 0.032], [0.039, 0.111, -0.373], [-0.030, -0.008, -0.046], [-0.124, 0.053, 0.031], [0.092, -0.060, 0.006], [-0.036, 0.003, -0.077], [0.006, 0.002, -0.017], [-0.003, 0.021, 0.041], [-0.011, 0.014, -0.010], [-0.032, -0.006, 0.015], [-0.005, -0.056, -0.072], [0.022, 0.005, -0.011], [-0.047, 0.010, -0.015], [0.021, 0.007, 0.016], [0.003, -0.011, -0.011], [0.005, 0.003, 0.019], [-0.004, -0.044, 0.005], [0.020, -0.041, -0.052], [-0.007, 0.041, 0.032], [-0.009, -0.005, 0.008], [-0.010, 0.001, 0.006]],
  "mulliken_charge": [0.313, -1.517, 0.152, -0.177, -0.428, -0.622, 0.827, -1.376, 0.936, 0.054, -0.378, -0.497, -0.871, -1.655, 1.658, 0.171, 2.350, -1.167, -1.758, -1.804, 0.351, -0.467, -0.199, -0.297, 0.135, -1.746, 0.826, -0.211, 2.485, -1.628, -1.971, -1.876, 0.714, -0.156, 2.320, -1.502, -1.568, -2.236, 0.406, 0.318, 0.369, 0.615, 0.357, 0.481, 0.103, 0.319, -0.093, -0.026, 0.581, 0.155, 0.493, 0.372, 0.246, 0.437, 0.434, 0.455, 0.435, 0.396, 0.245, 0.224, 0.509, 0.367, 0.081, 0.372, 0.525, 0.351, 0.483, 0.395, 0.213, 0.468, 0.382, 0.241, 0.391, 0.433, 0.450, 0.406, 0.461, -0.303, -0.057, 0.081, -0.678, -0.732, 0.176, -1.775, 0.662, -0.314, -0.677, -0.428, -0.723, -0.113, 0.721, -0.178, -1.676, 0.823, -0.607, -0.751, -0.374, -0.613, -0.042, 0.253, 0.527, 0.528, 0.307, 0.587, 0.530, 0.383, 0.400, 0.392, 0.425, 0.520, 0.498, 0.536, 0.412, 0.434, 0.496, 0.460, 0.299, -0.881, -0.730, 1.147, -0.150, -1.353, -0.086, -1.214, 0.423, -0.107, 0.429, 0.243, 0.616, -0.278, 0.607, 0.225, 0.453, 0.284, -0.564, 0.609, 0.210, 0.450, 0.220],
  "homo_energy_ev": -12.562,
  "total_charge": 2
}


{
  "formula": "C24H33N3O2",
  "method": "ωB97M-V/def2-TZVPD",
  "symbols": ["O", "C", "N", "C", "C", "C", "C", "C", "C", "C", "C", "C", "C", "C", "N", "C", "C", "C", "N", "C", "C", "C", "C", "C", "O", "C", "C", "C", "C", "H", "H", "H", "H", "H", "H", "H", "H", "H", "H", "H", "H", "H", "H", "H", "H", "H", "H", "H", "H", "H", "H", "H", "H", "H", "H", "H", "H", "H", "H", "H", "H", "H"],
  "xyz": [[-2.084, -0.680, -3.260], [-2.270, -1.729, -2.681], [-3.478, -2.062, -2.167], [-4.581, -1.133, -2.118], [-4.996, -0.814, -0.676], [-3.848, -0.283, 0.138], [-3.334, -1.011, 1.203], [-2.286, -0.515, 1.960], [-1.731, 0.714, 1.655], [-2.226, 1.442, 0.584], [-3.277, 0.948, -0.166], [-1.214, -2.817, -2.492], [0.071, -2.501, -3.259], [0.818, -1.320, -2.641], [1.105, -1.578, -1.239], [2.047, -0.632, -0.661], [2.675, -1.185, 0.621], [3.734, -0.218, 1.141], [3.122, 1.065, 1.429], [4.024, 1.972, 2.118], [3.280, 3.154, 2.644], [2.162, 3.239, 3.421], [1.901, 4.621, 3.591], [2.879, 5.271, 2.908], [3.716, 4.392, 2.328], [2.586, 1.653, 0.215], [1.487, 0.764, -0.353], [-0.140, -1.730, -0.512], [-0.863, -2.978, -1.009], [-3.587, -2.934, -1.675], [-5.438, -1.546, -2.664], [-4.238, -0.231, -2.630], [-5.799, -0.074, -0.709], [-5.391, -1.719, -0.206], [-3.766, -1.970, 1.453], [-1.905, -1.092, 2.791], [-0.917, 1.106, 2.247], [-1.791, 2.398, 0.336], [-3.662, 1.524, -0.994], [-1.642, -3.753, -2.872], [-0.167, -2.263, -4.296], [0.715, -3.382, -3.238], [1.766, -1.186, -3.170], [0.212, -0.413, -2.778], [2.853, -0.522, -1.400], [1.914, -1.299, 1.392], [3.120, -2.160, 0.423], [4.165, -0.609, 2.067], [4.549, -0.122, 0.399], [4.472, 1.424, 2.954], [4.840, 2.334, 1.468], [1.601, 2.418, 3.815], [1.099, 5.063, 4.146], [3.085, 6.313, 2.762], [2.175, 2.634, 0.463], [3.380, 1.795, -0.543], [0.689, 0.681, 0.384], [1.079, 1.218, -1.257], [0.074, -1.838, 0.552], [-0.806, -0.861, -0.645], [-0.201, -3.838, -0.894], [-1.755, -3.143, -0.402]],
  "forces_ev_per_a": [[0.156, 0.378, -0.209], [0.036, -0.600, -0.014], [-0.428, -0.119, 0.203], [-0.194, 0.095, 0.022], [0.140, 0.013, -0.249], [-0.117, -0.065, 0.054], [-0.033, 0.002, -0.026], [0.076, -0.001, 0.099], [0.026, 0.009, 0.093], [0.032, 0.085, -0.010], [0.003, -0.039, 0.013], [0.256, -0.019, -0.099], [-0.165, 0.265, -0.035], [0.063, -0.035, -0.193], [0.113, -0.107, -0.110], [-0.034, 0.024, 0.323], [0.239, 0.161, -0.284], [-0.146, -0.235, 0.175], [0.109, 0.082, 0.050], [0.055, 0.106, -0.046], [-0.499, -0.503, 0.429], [0.524, -0.165, -0.350], [0.311, 0.395, -0.220], [-0.645, 0.235, 0.440], [0.381, -0.047, -0.252], [-0.323, 0.060, -0.020], [0.289, -0.077, -0.226], [-0.069, -0.268, 0.110], [-0.053, 0.165, 0.083], [0.161, 0.022, -0.059], [0.069, 0.138, 0.005], [-0.121, -0.104, 0.018], [-0.079, -0.069, 0.027], [-0.064, 0.039, 0.035], [-0.062, -0.081, 0.005], [0.041, -0.044, 0.074], [0.089, 0.030, 0.042], [0.038, 0.090, -0.025], [-0.035, 0.070, -0.120], [-0.006, 0.084, 0.037], [0.025, -0.042, -0.030], [0.011, -0.020, -0.015], [-0.012, 0.026, 0.017], [0.110, -0.037, -0.021], [-0.023, 0.017, 0.045], [-0.041, -0.051, 0.078], [-0.017, -0.054, -0.022], [0.060, 0.030, -0.059], [0.010, 0.006, 0.051], [0.041, 0.057, -0.119], [-0.012, -0.058, 0.075], [-0.091, -0.249, 0.049], [-0.134, 0.168, 0.094], [0.107, 0.110, -0.081], [0.063, -0.002, -0.069], [0.004, 0.036, 0.052], [-0.078, 0.026, 0.006], [-0.081, 0.035, -0.023], [-0.068, 0.068, 0.002], [0.020, 0.042, 0.121], [-0.014, -0.033, 0.035], [-0.016, -0.046, 0.026]],
  "nbo_charge": [-0.637, 0.695, -0.626, -0.220, -0.446, 0.075, -0.257, -0.199, -0.229, -0.204, -0.232, -0.309, -0.398, -0.224, -0.464, -0.029, -0.400, -0.216, -0.432, -0.258, 0.273, -0.307, -0.312, 0.076, -0.401, -0.224, -0.432, -0.228, -0.385, 0.389, 0.193, 0.235, 0.221, 0.200, 0.206, 0.212, 0.218, 0.217, 0.213, 0.220, 0.221, 0.206, 0.196, 0.195, 0.191, 0.200, 0.216, 0.199, 0.158, 0.214, 0.185, 0.229, 0.227, 0.201, 0.210, 0.159, 0.211, 0.214, 0.206, 0.176, 0.212, 0.199],
  "homo_energy_ev": -8.058,
  "smiles": "O=C(NCCc1ccccc1)C1CCN(C2CCN(Cc3ccco3)CC2)CC1"
}